# 1
This record from the OMol25 dataset describes an isolated ion of composition C2H7NO2P and charge +1 in a non-equilibrium geometry. The level of theory is ωB97M-V/def2-TZVPD.

Last column: natural (NBO) charge in e.
CARTESIAN COORDINATES (ANGSTROEM)
1 H 0.240 2.139 -0.173  0.228
2 N 1.828 -0.085 0.885  -1.190
3 C -1.116 -0.936 0.238  0.175
4 H -1.815 -1.883 0.037  0.246
5 O 0.097 -1.274 -0.538  -0.799
6 H -0.788 -0.767 1.359  0.222
7 H -0.428 1.487 -1.747  0.245
8 H 2.503 0.637 0.875  0.397
9 H -2.320 0.293 -0.787  0.533
10 P 1.173 -0.178 -0.687  1.435
11 H 2.285 -0.969 1.325  0.444
12 O -1.659 0.281 -0.086  -0.588
13 C 0.000 1.255 -0.701  -0.348

Calculated values
Energy above the lowest of the compared OMol25 structures with the same formula, charge and spin: 79.6 kcal per mole
Orbital gap (alpha / beta): 7.65 / 7.65 eV
2S+1: 1
Charge: +1
Structure (SMILES): C=P(=[NH2+])OCO

***

# 2
This record from the OMol25 dataset describes C26H32N8O6STi as an isolated structure in a non-equilibrium geometry. The level of theory is ωB97M-V/def2-TZVPD.

Last column: Mulliken spin population.
CARTESIAN COORDINATES (ANGSTROEM)
1 C 1.099 0.922 3.850  -0.061
2 C -1.627 -1.628 -1.897  0.004
3 N -0.869 -1.605 -0.668  -0.018
4 O -1.588 0.922 2.082  0.024
5 H -1.372 -0.938 5.345  -0.018
6 H 0.581 0.684 2.920  0.031
7 H 3.206 -2.229 -0.717  0.000
8 C -0.931 4.376 1.196  0.305
9 H -0.650 3.106 -1.011  -0.002
10 N -2.176 0.902 4.963  0.180
11 C 2.615 0.017 -1.635  0.000
12 H 3.042 0.646 4.488  -0.014
13 C -1.054 0.854 -1.956  0.007
14 C -1.740 2.860 3.441  -0.120
15 C 2.618 -1.020 3.498  0.509
16 C -0.188 -2.654 -0.368  -0.023
17 C 1.190 -4.101 0.993  0.322
18 O -1.672 -1.738 2.035  -0.013
19 H 3.225 -3.450 3.572  0.002
20 H -0.234 -3.522 -1.042  -0.005
21 S -3.904 -1.668 0.817  0.000
22 C -1.435 2.196 2.197  0.166
23 H 3.410 -5.719 2.994  0.000
24 N 3.997 -2.375 -1.325  0.000
25 H -2.521 -2.256 -1.757  -0.001
26 C -0.890 2.390 -0.212  -0.009
27 H 1.753 -6.302 2.777  -0.002
28 H -3.010 0.020 -1.775  0.000
29 H 0.822 -0.354 5.565  -0.012
30 C -1.263 6.528 2.435  0.001
31 H 5.881 -2.450 -3.025  0.000
32 H 1.257 2.000 3.897  -0.013
33 C 2.032 -1.935 2.620  -0.143
34 C -2.082 -0.223 -2.301  -0.001
35 C -2.177 2.219 4.600  0.494
36 C 0.676 -2.813 0.759  -0.025
37 O -3.159 -0.367 0.495  0.001
38 N 3.594 -0.346 -2.407  0.000
39 H 4.421 -3.285 -1.339  0.001
40 C -1.132 -0.074 4.721  -0.030
41 H 0.176 1.276 5.782  0.006
42 N -1.089 1.162 -0.540  -0.031
43 C -1.274 5.028 2.369  -0.131
44 C 1.027 -1.706 1.593  0.101
45 H -0.623 4.943 0.330  0.028
46 C 0.274 0.451 5.071  0.045
47 H -1.017 -2.075 -2.696  -0.001
48 C 2.512 -3.272 2.778  0.184
49 H -1.151 -0.408 3.677  0.037
50 H -2.700 0.737 5.808  -0.024
51 H -1.990 4.784 4.360  0.001
52 C 4.235 -1.461 -2.296  0.000
53 Ti -1.301 -0.379 0.866  0.060
54 H -0.614 6.946 1.668  -0.001
55 C -1.686 4.280 3.454  0.165
56 H -2.272 6.909 2.274  -0.002
57 O -4.251 -2.352 -0.422  0.000
58 H -0.923 6.872 3.410  -0.005
59 N 1.733 0.434 -1.020  0.001
60 H -2.623 2.869 5.346  0.009
61 H -2.282 -0.213 -3.375  0.000
62 O -2.549 -2.609 1.357  0.001
63 H -1.274 1.760 -2.540  -0.001
64 H 2.853 -6.249 1.401  -0.005
65 C 2.561 -5.734 2.314  -0.001
66 H 5.456 -0.991 -3.828  0.000
67 H -0.040 0.521 -2.209  -0.001
68 C -1.040 2.976 1.081  -0.082
69 H 3.466 -1.421 4.043  0.004
70 N 5.191 -1.746 -3.219  0.000
71 H 0.846 -4.917 0.374  0.029
72 N 2.397 0.294 3.794  0.176
73 O 0.494 -0.550 1.380  0.027
74 C 2.089 -4.339 2.022  -0.127

Calculated values
Orbital gap (alpha / beta): 5.41 / 7.92 eV
2S+1: 3

***

# 3
This record from the OMol25 dataset describes an isolated ion of composition C3H7N2 and charge +1 in a non-equilibrium geometry. The level of theory is ωB97M-V/def2-TZVPD.

Last column: natural (NBO) charge in e.
CARTESIAN COORDINATES (ANGSTROEM)
1 C -0.067 1.279 0.400  -0.377
2 H 0.342 -1.557 -1.210  0.467
3 C -0.185 -0.071 -0.397  0.170
4 H -2.057 -0.427 0.398  0.273
5 H 1.021 1.532 0.725  0.268
6 H -0.411 2.441 0.322  0.311
7 N -0.711 0.798 1.400  -0.190
8 H 1.139 -0.384 -2.010  0.456
9 N 0.952 -0.718 -1.100  -0.721
10 H -0.770 -1.508 1.244  0.249
11 C -1.051 -0.532 0.735  -0.363
12 H 1.798 -0.853 -0.506  0.455

Calculated values
Energy above the lowest of the compared OMol25 structures with the same formula, charge and spin: 146.8 kcal per mole
Orbital gap (alpha / beta): 8.79 / 7.93 eV
2S+1: 1
Charge: +1

***

# 4
This record from the OMol25 dataset describes C4H6KO5 as an isolated structure in a non-equilibrium geometry. The level of theory is ωB97M-V/def2-TZVPD.

Last column: natural (NBO) charge in e.
CARTESIAN COORDINATES (ANGSTROEM)
1 H 0.412 -3.851 -1.377  0.530
2 K -0.458 -2.244 1.268  0.976
3 O -1.581 0.333 0.784  -0.796
4 C 1.064 -2.080 -1.609  0.456
5 C 1.342 0.236 -1.225  0.017
6 H -3.460 1.180 1.752  0.504
7 O 0.487 -3.021 -0.889  -0.755
8 H 2.089 2.102 -0.656  0.245
9 O 1.131 -1.071 -0.759  -0.572
10 C -1.593 1.497 1.452  0.959
11 H 1.685 0.252 -2.260  0.232
12 H -1.225 0.581 -0.209  0.543
13 O -2.780 1.855 1.883  -0.636
14 O -0.665 2.277 1.390  -0.572
15 C 1.758 1.128 -0.297  -0.348
16 H 1.794 0.824 0.751  0.218

Calculated values
Orbital gap: 9.50 eV
2S+1: 1
Charge: +1

***

# 5
This record from the OMol25 dataset describes C28H30N6Pd as an isolated structure. The level of theory is ωB97M-V/def2-TZVPD.

Last column: natural (NBO) charge in e.
CARTESIAN COORDINATES (ANGSTROEM)
1 H 4.581 1.204 -1.767  0.203
2 N -0.229 -0.191 2.854  -0.407
3 C -2.677 0.369 0.191  -0.234
4 C -0.530 -2.536 -0.701  0.237
5 C 4.381 3.189 -2.251  -0.111
6 C 2.895 -1.977 -0.965  -0.409
7 H -1.169 2.440 0.749  0.199
8 H -1.505 1.254 -2.198  0.218
9 N -1.564 -0.491 -0.161  -0.535
10 H -0.364 3.882 0.242  0.193
11 C -0.931 -2.025 4.217  -0.201
12 C 3.807 4.443 -2.391  -0.314
13 C -0.757 -1.403 2.991  0.041
14 C 0.153 0.451 3.955  0.052
15 C -3.071 -2.325 -0.592  -0.297
16 H -3.450 -0.184 0.730  0.189
17 C -2.811 -4.600 -1.641  -0.300
18 C -0.456 -3.793 -1.339  -0.330
19 C 3.329 -0.572 -0.568  -0.223
20 H -1.054 -5.561 -2.256  0.208
21 H 2.219 5.793 -2.188  0.207
22 C -3.301 1.060 -1.022  -0.403
23 C -0.530 -1.343 5.360  -0.136
24 H -1.047 -1.898 2.071  0.213
25 H 3.554 -0.571 0.507  0.193
26 C -2.336 1.884 -1.872  -0.407
27 N 2.309 0.446 -0.790  -0.526
28 H 4.258 -0.335 -1.077  0.193
29 H 4.417 5.224 -2.824  0.211
30 C -1.788 3.145 -1.205  -0.407
31 H 0.552 -4.118 -1.559  0.207
32 H -3.874 -1.689 -0.250  0.204
33 C -3.508 -3.542 -1.076  -0.146
34 H -2.611 3.709 -0.753  0.201
35 H 0.602 4.528 -1.299  0.206
36 H -4.119 1.699 -0.670  0.200
37 N 0.389 2.083 -0.530  -0.565
38 H -1.366 -3.012 4.286  0.234
39 N 0.531 -1.912 -0.217  -0.535
40 H 1.740 -3.628 -0.180  0.197
41 H -3.755 0.290 -1.653  0.208
42 C 1.461 2.618 -1.087  0.321
43 N -0.810 -2.417 7.697  -0.283
44 H -3.392 -5.435 -2.012  0.210
45 H 2.137 -2.379 0.983  0.196
46 H 5.406 3.108 -2.597  0.205
47 C -0.686 -1.940 6.660  0.269
48 H 2.577 -2.005 -2.010  0.213
49 C -1.778 -1.744 -0.519  0.222
50 C 3.870 2.014 -1.738  -0.335
51 Pd 0.405 0.074 -0.297  0.844
52 C -1.436 -4.672 -1.764  -0.130
53 C -0.727 2.916 -0.122  -0.235
54 H -2.310 1.096 0.910  0.202
55 H 0.351 0.479 6.099  0.234
56 H -2.863 2.183 -2.781  0.209
57 H 0.585 1.435 3.810  0.200
58 H -4.584 -3.674 -1.023  0.207
59 H -1.362 3.788 -1.980  0.206
60 C 2.516 4.763 -2.017  -0.126
61 C 1.519 3.982 -1.460  -0.352
62 C 1.814 -2.548 -0.051  -0.228
63 H 3.773 -2.623 -0.871  0.213
64 C 0.027 -0.076 5.230  -0.217
65 C 2.598 1.665 -1.219  0.226

Calculated values
Orbital gap: 6.60 eV
2S+1: 1